1.
11
Properties=species:S:1:pos:R:3 method="wB97M-V/def2-TZVPD" charge=0 lumo_energy_ha=0.0273 multiplicity=1 homo_lumo_gap_ev=10.19 de_lowest_kj_mol=139.1
C -0.65490 0.08158 0.00060
C 2.46686 0.50459 -0.00264
H -2.17256 -1.48099 0.01294
O -0.35610 1.24886 -0.00118
H 1.80673 1.38130 -0.00532
H -2.58626 -0.01823 0.87760
C -2.08641 -0.40218 -0.00618
H 3.52783 0.69995 0.00034
N 2.11207 -0.72535 0.00183
S 0.50567 -1.28253 -0.00360
H -2.56292 -0.00703 -0.87440

=====

2.
71
Properties=species:S:1:pos:R:3 method="wB97M-V/def2-TZVPD" s2=0.8111 charge=-2 lumo_energy_ha="0.1756 / 0.1755" multiplicity=2 homo_lumo_gap_ev="2.89 / 5.51" de_lowest_kj_mol=0.0
H 3.86215 -0.42243 -3.30569
C -0.49784 -1.69072 -4.87706
H 2.83362 1.74858 1.42588
C -1.42457 1.72713 2.32768
C 1.70087 2.08742 -2.27670
C -1.73758 -2.72567 -0.82880
O 0.87848 1.80399 1.86481
C 1.92364 -1.33398 3.73744
N 0.28645 -1.80796 2.10298
H -0.53672 -1.31132 -5.90131
C -1.35666 -2.05408 -2.05056
H -0.40711 3.19381 1.06462
H -3.29193 2.37580 0.66516
C -1.07914 -2.57906 0.43580
C -2.56334 1.67369 0.23074
H -0.13074 3.33430 2.82491
C -2.47868 1.14063 -2.80223
H -1.83390 2.24341 -0.35644
H 1.04288 3.13782 -4.02058
H 4.61706 -0.44568 5.63775
C -2.09464 -2.37218 -3.20962
H 4.32956 1.27248 -3.52167
O 2.32119 -0.85972 1.44779
N 2.65448 0.28667 -1.15247
C 3.48198 0.58841 -3.42709
H 1.73392 4.15278 -2.76914
N 0.74386 2.14316 -1.38523
H 3.19599 -1.14385 -0.16577
H -2.23190 2.33296 2.76916
C 2.62967 0.94099 -2.24570
H 3.13752 -1.25151 7.46069
H -3.10185 -4.12607 0.05982
C 3.62680 -0.82357 5.40087
O 3.45120 -0.82715 -1.07924
H -1.92816 2.04207 -2.51150
H -4.38693 -4.57213 -2.00797
C 2.07397 2.50538 1.61334
O -1.92126 0.95842 1.26211
C -3.28607 0.64953 -0.63476
C 1.84370 3.19183 -3.27492
H 2.80651 3.15614 -3.78663
H -3.48231 1.42695 -3.15578
C 2.80254 -1.27275 6.42956
O -0.39045 -1.17518 -2.10715
N -0.13420 -1.71272 0.82222
H 2.35267 3.10867 2.48927
H -0.02720 -2.68262 -4.88309
C 1.51510 -1.34563 2.32963
C 3.19934 -0.85077 4.08203
C -3.17357 -3.25272 -3.20372
H 2.89322 0.64840 -4.34409
H 0.09849 -2.11906 4.53519
H -3.43874 -0.23878 -0.02178
H -3.69746 -3.42873 -4.13733
H -4.26842 1.04457 -0.94141
O -2.56860 0.20833 -1.75900
H -1.07572 0.99775 3.06249
C 1.08965 -1.76795 4.79014
H -1.37820 -3.28746 1.20616
C -2.82813 -3.63005 -0.86745
C -3.54595 -3.88642 -2.02076
H 0.09654 -1.03709 -4.24408
H 0.86448 -2.09337 6.88947
H -1.94288 0.64684 -3.61218
Hg 0.44115 0.01637 -0.36841
H 1.97504 3.15916 0.74072
O -1.84330 -1.77658 -4.44459
C 1.52604 -1.74484 6.10185
H 3.83434 -0.49693 3.27971
O 0.02629 3.20330 -1.30834
C -0.25495 2.62417 1.99108

=====

3.
34
Properties=species:S:1:pos:R:3 method="wB97M-V/def2-TZVPD" charge=0 lumo_energy_ha=0.0313 multiplicity=1 homo_lumo_gap_ev=9.05 de_lowest_kj_mol=147.4
H 2.92185 1.57259 -0.76372
C -0.82532 -0.75163 2.44699
H -1.70578 1.81637 -1.14693
C 2.14571 0.99525 -1.24750
H -2.83887 -1.29652 2.78010
H -2.30719 -1.58469 1.09144
H 4.20319 -0.68372 -2.77727
O 3.87445 -0.40167 -1.92428
H 2.48256 -0.74446 1.85749
C -1.57273 0.88155 -1.71332
H -3.47875 0.92995 -2.82794
H -0.45336 -1.08798 -3.12847
C 1.61401 -0.90760 -2.65905
C -2.01616 -1.65191 2.15801
C -1.03529 0.40966 3.16742
H 0.42409 1.62879 0.02280
C 0.82385 1.09072 -0.86183
H 2.26841 1.05961 3.67822
H -2.13748 0.26394 -0.95281
C 0.12831 1.13291 3.53154
H -2.15897 1.54322 -3.71571
C 1.55353 -0.40692 2.31886
H 0.33676 -1.89077 1.19115
C 0.39853 -1.10607 1.92357
C 0.28050 -0.54536 -2.53411
H -2.29944 -0.19879 -3.49353
H -1.92983 0.82188 3.59191
H 0.15842 2.00593 4.16174
C 2.52371 -0.10638 -2.00616
C 1.38595 0.57751 3.25948
H -1.91957 -2.72397 2.36379
C -0.15450 0.47405 -1.65598
C -2.41925 0.76486 -3.00872
H 1.72863 -1.88039 -3.12718

=====

4.
9
Properties=species:S:1:pos:R:3 method="wB97M-V/def2-TZVPD" charge=0 lumo_energy_ha=-0.0073 multiplicity=1 homo_lumo_gap_ev=8.08 de_lowest_kj_mol=125.7
C -0.99555 -0.47764 -0.73643
S 0.45439 1.09124 1.28687
H 2.01055 -0.72567 1.11920
C 1.49798 -0.08472 0.40293
H -1.66526 -0.96655 -1.43415
Cl -2.74536 1.38703 0.27590
H 2.22290 0.45561 -0.20432
S 0.57781 -1.20865 -0.72960
C -1.35746 0.52935 0.01960

=====

5.
14
Properties=species:S:1:pos:R:3 method="wB97M-V/def2-TZVPD" charge=+1 lumo_energy_ha=-0.1270 multiplicity=1 homo_lumo_gap_ev=11.05 de_lowest_kj_mol=167.4
H -0.81336 2.04158 -0.16938
O 1.89791 -1.13114 -1.37917
H 1.99395 -0.68156 -2.24429
C 1.05154 -0.60970 -0.57058
H 1.34137 -0.99301 0.47489
C -0.10661 1.33651 0.42639
S -0.73395 -1.88772 -0.60020
N -0.79167 0.53939 1.41828
H -1.56169 -1.30160 0.25264
H -1.67367 0.93608 1.58926
H 0.62623 2.06344 0.79299
H -0.32253 0.56441 2.32524
H -1.51494 -1.46365 -1.67526
O 0.60741 0.58695 -0.64081

=====

6.
16
Properties=species:S:1:pos:R:3 method="wB97M-V/def2-TZVPD" s2=2.0050 charge=0 lumo_energy_ha="0.0213 / -0.1348" multiplicity=3 homo_lumo_gap_ev="3.21 / 7.71" de_lowest_kj_mol=224.1
C 0.76240 -0.31872 -0.72605
H 1.81676 -2.31430 -0.60249
N 0.09397 0.51812 0.24603
H -0.74309 1.72433 -1.08538
Cl -2.25954 -0.56909 -0.36137
H 0.36861 -0.52753 -1.74651
H -1.74470 0.76532 1.43716
C -1.23643 -0.04481 0.92785
H 0.10645 -2.23709 0.08335
H 1.69980 0.30178 -0.94541
C -0.19800 1.84531 -0.19348
H -0.89107 2.28185 0.63444
H -1.03610 -0.90337 1.68245
C 1.07692 -1.65038 -0.00834
H 1.47921 -1.35121 1.01427
H 0.70480 2.47981 -0.35654

=====

7.
46
Properties=species:S:1:pos:R:3 method="wB97M-V/def2-TZVPD" charge=+2 lumo_energy_ha=-0.3773 multiplicity=1 homo_lumo_gap_ev=4.48
F -4.67619 0.24242 -0.99987
N 0.30774 -3.99762 1.90039
H -2.17159 3.75003 2.01021
C -0.10842 -0.89058 -1.12310
C -2.46183 -0.32863 -0.69377
H -3.45593 -0.15462 2.09092
Br -1.03564 2.25587 -1.71457
Br 0.47985 2.52756 2.29775
H -1.67587 1.41203 1.87584
C 4.66280 0.18558 -1.21700
C -1.05167 -0.20170 -0.11243
C -0.98640 -2.04904 1.46903
H 0.50784 1.28449 0.06546
H -4.13911 -1.48729 1.14322
Cl 3.99250 -2.38382 -1.85031
C -0.58313 1.28057 0.03902
O 1.20344 -4.42573 1.33354
H -3.51883 1.35723 0.20554
H -1.24397 4.15290 0.59108
H 2.02648 -0.86535 -2.53742
H 2.15222 0.67664 -1.66072
C -1.86860 3.37798 1.03318
H -5.11178 -0.05080 1.53091
H -1.39044 -2.60565 0.61516
H 5.51520 -0.62840 0.60941
H -1.66996 -2.15455 2.31546
C -4.11760 -0.40429 1.26106
H -0.18564 -0.42394 -2.11350
C 3.55566 -0.85698 -1.02299
H 6.68770 0.22113 -0.38254
C 5.65557 0.23474 -0.04294
H -2.43702 0.11555 -1.70125
O -0.86064 -0.66104 1.19260
C -3.65020 0.28734 0.01316
H 3.41859 -1.08811 0.03290
C 2.19343 -0.41692 -1.55535
H 4.22899 1.17042 -1.40099
H 5.50790 1.11999 0.57440
C -1.09230 2.08324 1.25179
Pb -3.40068 1.85756 -2.69507
H 5.22635 -0.08265 -2.10941
O 1.19124 -0.85331 -0.63257
O 0.30022 -2.49386 1.77551
H -0.42193 -1.93420 -1.25026
H -2.78978 3.22346 0.46528
H -2.70858 -1.37767 -0.87676

=====

8.
76
Properties=species:S:1:pos:R:3 method="wB97M-V/def2-TZVPD" charge=+1 lumo_energy_ha=-0.1555 multiplicity=1 homo_lumo_gap_ev=6.15
H 2.73391 4.76107 -1.85202
C 0.99894 -0.96427 6.73577
C -3.56651 0.59136 -4.23705
S 5.00333 1.37198 -1.28651
C 0.03653 -1.44451 4.59894
H -2.62972 -0.60916 0.97903
C -1.64767 0.58872 -2.91895
H -0.55848 -1.10598 3.76542
H -6.29755 -1.02692 -3.69277
C 3.20047 -4.97958 3.14032
C 1.12133 -1.77562 0.15025
H 0.80479 -4.61055 3.61856
H -0.89081 0.26507 -3.62186
H 3.99178 3.92743 -1.00586
C 0.41590 3.87600 -2.12794
O -0.36401 -1.57190 -1.67749
H -5.64423 0.95425 -4.54620
C 3.24932 1.42849 -1.46921
H 3.99508 3.84734 -2.74570
O 3.20986 -3.68384 3.19948
O -2.00064 -1.06882 0.41703
C 0.39660 -3.62792 3.40965
H -3.73697 5.00828 -2.62728
N 4.61353 -2.53676 1.17495
C -4.96180 0.70321 -3.74061
H 1.17652 -0.28727 7.55838
H -0.85861 4.94494 -0.67379
H -5.90988 -0.37211 -2.10055
C 1.54402 -2.23879 6.76155
O 4.14731 -1.50345 -1.52204
H -0.22216 0.41900 5.61209
H 1.78362 -4.11281 5.72020
H 0.42248 4.02257 0.05399
H -1.00024 -4.06358 -0.24432
N -1.82036 -3.71189 0.24021
C 0.51240 -1.07717 -1.02141
H -4.72196 -1.31346 -2.95650
H 2.14521 -2.51791 7.61488
H -2.13295 -0.31195 -2.56514
C 3.19837 -1.06825 -0.93380
H 5.41585 2.36390 -2.08488
C -1.08621 1.34712 -1.71848
C 1.15432 0.24012 -1.33807
C 0.59720 -2.71801 4.61475
C 0.37387 -2.38114 1.17416
C 2.54303 0.24283 -1.26919
N -4.24603 4.12171 -2.63251
H 4.94515 -2.65320 2.12522
C 1.35374 -3.12326 5.70683
H -0.65940 -3.75829 3.20785
H 0.83340 5.51431 -0.71356
H -1.46011 0.88191 -0.81103
C 2.53804 2.60618 -1.73826
H 5.04611 -1.72465 0.75675
C 0.22431 -0.56015 5.65654
P -1.46874 -2.39232 1.27613
C 3.22489 -2.45318 1.17086
C 1.13812 2.58051 -1.83760
C 1.08586 -3.00674 2.20261
C 0.42017 1.39075 -1.63895
C 2.51080 -1.79270 0.17018
H -3.69470 3.40662 -3.13619
C -5.51650 -0.58700 -3.08861
H -2.46963 -3.40701 -0.48029
H -4.39976 3.80935 -1.67186
H 1.01337 4.49448 -2.77982
O -2.66864 1.40467 -3.59297
H -5.14708 4.24678 -3.09888
H -1.50644 2.34497 -1.73398
C 3.34164 3.87106 -1.87897
H -5.04808 1.51731 -3.01714
O -3.25930 -0.14374 -5.11525
C 2.47085 -3.05497 2.16902
H -0.55128 3.68320 -2.56638
N 3.03387 -6.09014 3.32536
C 0.18062 4.65348 -0.79708

=====

> Look up the charge of the fourth one.

0